{"formula": "C11H20N3P2Pd", "method": "wB97M-V/def2-TZVPD", "homo_lumo_gap_ha": [0.093, 0.246], "total_charge": -1, "max_force_ha_per_bohr": 0.1616, "spin_multiplicity": 3, "symbols": ["C", "C", "C", "C", "C", "Pd", "P", "H", "H", "H", "H", "H", "H", "H", "H", "C", "N", "C", "N", "C", "N", "C", "P", "C", "C", "H", "H", "H", "H", "H", "H", "H", "H", "H", "H", "H", "H"], "coordinates": [[-2.230, -2.504, -1.305], [-1.758, -2.667, -2.632], [-1.930, -1.451, -3.352], [-2.670, -0.550, -2.537], [-2.824, -1.150, -1.201], [-0.764, -1.041, -1.825], [0.998, -2.658, -1.284], [-2.113, -3.151, -0.401], [-1.169, -3.450, -3.183], [-1.645, -1.326, -4.392], [-3.113, -0.652, -0.280], [-3.054, 0.355, -3.008], [2.372, -2.252, -1.383], [0.980, -3.997, -1.726], [0.763, -2.880, 0.130], [-0.031, 1.876, 2.628], [0.762, 0.641, 2.650], [2.145, 0.952, 2.262], [2.284, 1.632, 0.961], [1.447, 2.846, 0.948], [0.029, 2.641, 1.355], [-0.774, 2.002, 0.280], [0.071, 0.296, -0.022], [0.166, -0.427, 1.751], [1.953, 0.728, -0.189], [0.438, 2.513, 3.381], [-1.079, 1.665, 2.880], [2.780, 0.042, 2.291], [2.484, 1.686, 3.013], [1.486, 3.320, -0.047], [1.884, 3.502, 1.708], [-1.829, 1.846, 0.579], [-0.750, 2.600, -0.652], [0.826, -1.327, 1.758], [-0.840, -0.709, 2.138], [2.156, 1.254, -1.143], [2.549, -0.208, -0.154]], "mulliken_charge": [-0.47, -0.61, -0.72, -0.50, -0.96, -0.04, -0.59, 0.55, 0.49, 0.48, 0.57, 0.41, 0.08, 0.07, 0.15, -1.45, 1.38, -2.24, 1.05, -1.19, 0.66, -1.14, 2.80, -2.06, -1.65, 0.41, 0.26, 0.46, 0.48, 0.26, 0.36, 0.17, 0.25, 0.72, 0.02, 0.07, 0.48]}